Here is 5 unconnected molecules or ions with the total composition C26H24NO16S from the Open Molecules 2025 dataset. Energies are from ωB97M-V/def2-TZVPD.

The geometry in XYZ format:
```
68
Properties=species:S:1:pos:R:3:forces:R:3:lowdin_charge:R:1
N 0.323 4.514 5.782 0.0 0.1 -0.1 0.0099
C -0.376 3.259 5.584 0.4 -0.1 0.1 -0.3247
C 0.142 2.392 4.425 -0.3 0.2 -0.2 -0.4234
S 1.519 1.386 5.020 0.4 0.3 0.5 1.1103
H 1.235 4.562 5.348 0.0 0.0 0.1 0.0699
H -0.219 5.310 5.476 0.1 -0.1 0.0 0.0809
H -1.430 3.436 5.393 -0.1 0.1 0.0 0.1262
H -0.315 2.674 6.511 -0.2 -0.1 0.0 0.1007
H 0.565 2.989 3.621 0.0 0.1 -0.1 0.0846
H -0.633 1.767 3.993 0.1 -0.2 0.0 0.0758
H 2.044 0.719 3.945 -0.1 -0.2 -0.1 -0.0330
H 0.867 0.391 5.640 0.0 -0.2 -0.2 0.0006
C -2.050 0.856 1.069 0.0 -0.1 0.1 0.0669
C -2.586 0.162 0.050 0.0 0.1 -0.1 -0.2116
C -2.872 0.799 -1.303 -0.1 0.0 0.0 -0.2872
O -3.345 0.054 -2.142 0.0 0.0 0.1 0.1135
C -2.581 2.197 -1.496 0.0 0.0 -0.1 0.0871
C -2.048 2.886 -0.475 0.0 -0.1 0.1 -0.2201
C -1.740 2.244 0.865 0.0 0.1 -0.1 -0.3004
O -1.224 2.971 1.708 0.0 -0.1 0.1 0.0612
O -1.737 4.169 -0.535 0.0 0.1 0.0 0.1303
O -2.904 -1.111 0.105 0.0 0.0 0.1 0.1211
H -1.845 0.404 2.029 0.0 0.0 0.0 0.1243
H -2.787 2.635 -2.461 0.1 0.1 0.0 0.1224
H -1.371 4.416 0.335 0.0 -0.1 0.0 0.1181
H -3.249 -1.350 -0.784 0.0 0.1 0.0 0.1374
C -2.517 0.826 -5.317 0.0 0.0 0.0 0.0678
C -3.042 0.145 -6.349 0.0 0.1 -0.1 -0.2230
C -3.320 0.797 -7.696 0.0 0.0 0.0 -0.3060
O -3.783 0.067 -8.552 0.0 0.0 0.0 0.1107
C -3.026 2.201 -7.869 0.0 0.1 -0.1 0.0757
C -2.505 2.878 -6.836 0.0 -0.1 0.1 -0.2305
C -2.213 2.220 -5.500 0.0 0.0 0.0 -0.3043
O -1.724 2.940 -4.639 -0.1 0.0 0.0 0.0761
O -2.192 4.163 -6.869 0.0 0.0 0.0 0.1208
O -3.365 -1.132 -6.313 0.0 0.0 0.0 0.1265
H -2.318 0.382 -4.354 0.0 -0.1 0.0 0.1132
H -3.235 2.659 -8.825 0.0 0.0 0.0 0.1381
H -1.828 4.378 -5.986 0.0 0.0 0.0 0.1196
H -3.714 -1.347 -7.204 0.0 0.0 0.0 0.1245
C 6.582 1.112 1.408 0.0 0.0 0.0 0.0884
C 5.281 1.191 1.717 0.0 -0.1 0.0 -0.2232
C 4.614 0.217 2.667 0.0 0.0 0.0 -0.2834
O 3.414 0.420 2.896 0.0 0.2 -0.1 -0.0286
C 5.362 -0.852 3.231 0.0 -0.1 0.1 0.0715
C 6.674 -0.949 2.919 0.0 0.1 -0.1 -0.2109
C 7.366 0.046 1.991 0.0 0.0 0.0 -0.2941
O 8.549 -0.143 1.806 0.0 0.0 0.0 0.1384
O 7.467 -1.880 3.375 0.0 -0.1 0.1 0.1585
O 4.469 2.119 1.230 0.0 0.0 0.0 0.1241
H 7.066 1.805 0.735 0.0 0.0 0.0 0.1449
H 4.869 -1.554 3.889 0.0 0.0 0.0 0.1385
H 8.357 -1.710 2.996 0.0 0.0 0.0 0.1389
H 3.579 1.931 1.579 0.1 0.0 0.0 0.1137
C -2.367 -5.905 0.925 0.0 0.0 0.0 0.0749
C -1.927 -4.639 0.916 0.1 0.0 0.0 -0.2304
C -0.685 -4.209 0.147 0.0 0.0 0.1 -0.3132
O -0.392 -3.024 0.231 0.0 0.0 0.0 0.0787
C 0.050 -5.190 -0.603 0.1 0.0 0.0 0.0676
C -0.391 -6.460 -0.599 -0.1 0.0 0.1 -0.2283
C -1.636 -6.892 0.165 0.0 0.0 0.0 -0.3071
O -1.930 -8.069 0.078 0.0 0.0 0.0 0.1144
O 0.194 -7.448 -1.243 0.1 0.0 0.0 0.1294
O -2.506 -3.642 1.565 0.0 -0.1 0.0 0.1020
H -3.247 -6.218 1.469 0.0 0.0 0.0 0.1376
H 0.933 -4.879 -1.143 0.0 0.0 0.0 0.1349
H -0.344 -8.249 -1.067 0.0 0.0 0.0 0.1268
H -2.002 -2.837 1.322 0.0 0.0 0.0 0.0864
```
Forces are in eV/Å.

Results
HOMO-LUMO gap = 6.7 eV
total charge = +1
spin multiplicity = 1
DFT total energy = -72427.18861 eV